Molecular formula: C13H11N5O3SV
Method: DFT, ωB97M-V/def2-TZVPD

Structure (ORCA input):
```
! RIJCOSX wB97M-V def2-TZVPD def2/J DEFGRID3
* xyz 2 2
V 0.036 0.077 0.185
S 1.979 -0.962 0.318
O 0.212 1.746 -0.077
O 0.576 4.014 -0.423
O 2.162 2.883 0.576
N 0.025 -0.162 2.092
N 1.181 3.163 0.040
N 3.469 -0.154 2.371
N -1.803 -0.696 0.426
N 1.223 0.012 2.759
C 2.212 -0.302 1.970
C -1.921 -2.353 5.872
C -1.162 -0.898 4.106
C -0.613 -0.022 5.055
C -1.045 -0.618 2.693
C -0.761 -0.297 6.400
C -3.464 -1.156 2.063
C -1.820 -2.067 4.526
C -4.020 -1.182 -0.277
C -4.400 -1.332 1.042
C -2.165 -0.844 1.732
C -1.405 -1.461 6.806
C -2.701 -0.850 -0.549
H 4.249 -0.431 1.801
H -1.501 -1.677 7.862
H -0.104 0.876 4.737
H -4.724 -1.304 -1.087
H -2.357 -0.700 -1.566
H -2.401 -3.266 6.197
H -5.424 -1.574 1.294
H -0.366 0.390 7.135
H 3.646 0.239 3.284
H -2.199 -2.778 3.802
H -3.761 -1.236 3.098
*
```

## Properties
Electronic energy, eV: -63755.7561
Frontier orbital gap (alpha / beta), eV: 6.0 / 6.5
Molar mass, g/mol: 368.274